(1)
Entry from the Open Molecules 2025 dataset: a structure of composition C13H29BrCl3F3InKMgNa2O14 at a distorted geometry (wB97M-V/def2-TZVPD).

The geometry in XYZ format:
```
68
Properties=species:S:1:pos:R:3:mulliken_charge:R:1
In 0.55180 -0.90540 -1.08348 1.049
Br -5.68643 6.43269 -0.36584 -0.151
K 5.61357 0.31782 2.81569 0.914
Cl -0.68640 -1.13831 -7.70624 1.618
Cl 0.69919 1.64330 1.02942 -0.216
Cl 2.01361 6.24641 5.76571 1.621
Mg -4.88643 -2.95148 0.54441 0.032
Na 2.21357 -1.52963 -4.23274 0.888
Na -3.78643 -0.35690 2.16726 0.888
F -2.92897 6.04456 -2.14510 -0.225
F -4.42877 4.72141 -1.28075 -0.195
F -4.65163 5.41508 -3.32487 -0.253
O 0.23208 -4.27522 0.62426 -0.139
O 0.56125 -1.61293 -7.14003 -0.682
O -0.49184 0.18680 -8.26214 -0.620
O -1.11706 -2.04344 -8.75394 -0.639
O -2.46829 2.84692 -1.85937 -0.310
O 1.18824 7.38679 6.11318 -0.646
O -1.69808 -1.08348 -6.66897 -0.650
O 1.65473 5.77546 4.44200 -0.577
O 1.80176 5.18475 6.73027 -0.634
O -0.16195 -4.33617 3.00212 -0.609
O 3.40953 6.63857 5.77726 -0.649
O -2.02441 3.94188 -3.82440 -0.613
O 3.32140 2.97636 4.69857 -0.735
O 0.43514 -7.87570 -1.75970 -0.426
C -1.43831 -1.92307 -0.78178 -1.099
C 1.97634 -0.98691 0.67015 -0.479
C -1.27442 3.22891 -1.18448 0.849
C -2.07812 -1.82955 0.71745 1.108
C -1.48720 4.31011 -0.14326 -1.255
C 1.31067 -5.23141 0.91158 -0.147
C 2.68886 -4.52790 1.52197 -0.716
C -0.31049 -3.64821 1.83579 0.186
C 2.24476 0.57722 1.14977 0.247
C 2.94474 0.69369 2.64610 -1.327
C -3.72512 4.98371 -2.42086 0.702
C -2.97702 3.68836 -2.93251 0.180
C -1.07601 -2.20603 1.95150 -0.136
H -2.41246 4.14606 0.41712 0.256
H -1.41629 -3.05963 -1.13786 0.167
H -0.46413 3.48695 -1.87422 0.278
H -0.64662 4.33509 0.55744 0.488
H -3.82388 3.07854 -3.27738 0.205
H -2.98643 -2.60071 0.75134 -0.677
H -0.94100 2.32840 -0.65568 -0.660
H 3.34306 -4.13784 0.60342 0.209
H -2.55686 -0.76141 0.94462 -0.286
H -0.37657 -1.28053 2.13493 0.164
H -2.21405 -1.38848 -1.51496 0.403
H 3.03591 -1.37525 0.27950 0.274
H 2.46908 -3.62371 2.23759 0.167
H -1.54248 5.29684 -0.60432 0.288
H 0.10967 -6.95874 -1.57153 0.437
H 3.25120 -0.38922 2.96891 0.285
H 3.26667 -5.35555 2.15342 0.313
H 3.93843 1.35051 2.60170 0.239
H 0.96535 -6.17905 1.54060 0.337
H 2.17990 1.17779 3.41340 0.316
H 3.10574 2.88043 3.78890 0.233
H 1.38171 -1.79874 -2.44995 -0.731
H 0.91577 -8.25634 -0.98109 0.480
H 0.35711 0.80039 -1.71577 -0.328
H -1.76349 -2.27865 2.92579 0.373
H 1.67656 -1.70783 1.54132 -0.213
H 3.03255 1.07086 0.40081 0.324
H 0.99371 -7.90084 -2.57790 0.480
H 1.64398 -5.67840 -0.14422 0.022
```

Energy in eV: -194114.6971

---

(2)
Entry from the Open Molecules 2025 dataset: a cluster of 4 separate species, C13H29Cl2N2O3 in total (wB97M-V/def2-TZVPD).

The geometry in XYZ format:
```
49
Properties=species:S:1:pos:R:3:mulliken_charge:R:1
Cl -3.22665 3.11220 -0.80729 -0.145
Cl -6.31302 3.11973 0.12212 -0.149
O 0.83256 -3.10394 -1.02962 -0.412
O 2.74549 -5.49957 -0.23699 -0.518
O 3.93224 2.41698 -2.27067 -0.466
N -1.75877 0.67414 0.21404 0.099
N -1.32932 0.26855 2.23808 0.120
C -5.62010 1.43264 2.14154 -1.287
C 3.63411 -4.38739 -0.17519 -0.293
C 3.40848 2.06712 -3.54810 -0.535
C -2.83714 1.15754 0.93417 0.091
C -5.02029 2.44485 1.15691 0.221
C 1.88651 1.12679 2.07080 -1.571
C -3.97111 1.83395 0.23233 -0.154
C 1.22800 1.82968 -0.26661 -1.251
C 1.57803 0.65356 0.64489 0.667
C -0.84160 0.14060 1.00764 -0.389
C 0.68804 -3.39480 -2.42037 -0.661
C 0.47373 -0.42533 0.64453 -0.651
C -2.55641 0.89324 2.21892 -0.535
H 2.32410 2.07804 -3.46055 0.181
H 2.86219 1.61127 2.10700 0.422
H 3.70068 2.78736 -4.31480 0.303
H -0.84513 -0.02361 3.07264 0.284
H 1.90168 0.29909 2.78357 0.373
H 4.89134 2.41914 -2.33265 0.282
H 1.15578 1.86812 2.40976 0.314
H 3.01358 -3.51735 0.01423 -0.057
H -4.57208 3.29553 1.66910 0.400
H 0.71743 -1.20056 1.37285 0.452
H -6.69956 1.53472 2.17959 0.432
H 0.41595 -0.88548 -0.34104 0.129
H 4.36369 -4.48878 0.63189 0.333
H 1.38004 -4.17936 -2.73081 0.266
H 3.25685 -6.29578 -0.40338 0.293
H 0.72377 1.48895 -1.17529 0.236
H 2.48540 0.19007 0.25519 0.437
H -3.13523 1.10352 3.09978 0.327
H 0.92262 -2.48309 -2.96576 0.247
H -4.45839 1.15216 -0.46572 0.423
H -5.36510 0.40908 1.86532 0.378
H 0.65537 -3.92041 -0.54952 0.267
H -0.33186 -3.70024 -2.66358 0.300
H 0.56359 2.53599 0.24083 0.275
H 3.72601 1.06777 -3.85594 0.272
H -5.23335 1.60818 3.14705 0.261
H 4.16110 -4.23834 -1.12094 0.269
H 2.12722 2.37192 -0.55429 0.395
H -1.64050 0.75155 -0.78568 0.325
```

Total charge: +1
Energy in eV: -48112.9104

---

Please write out number 2 again, unchanged.
Entry from the Open Molecules 2025 dataset: a cluster of 4 separate species, C13H29Cl2N2O3 in total (wB97M-V/def2-TZVPD).

The geometry in XYZ format:
```
49
Properties=species:S:1:pos:R:3:mulliken_charge:R:1
Cl -3.22665 3.11220 -0.80729 -0.145
Cl -6.31302 3.11973 0.12212 -0.149
O 0.83256 -3.10394 -1.02962 -0.412
O 2.74549 -5.49957 -0.23699 -0.518
O 3.93224 2.41698 -2.27067 -0.466
N -1.75877 0.67414 0.21404 0.099
N -1.32932 0.26855 2.23808 0.120
C -5.62010 1.43264 2.14154 -1.287
C 3.63411 -4.38739 -0.17519 -0.293
C 3.40848 2.06712 -3.54810 -0.535
C -2.83714 1.15754 0.93417 0.091
C -5.02029 2.44485 1.15691 0.221
C 1.88651 1.12679 2.07080 -1.571
C -3.97111 1.83395 0.23233 -0.154
C 1.22800 1.82968 -0.26661 -1.251
C 1.57803 0.65356 0.64489 0.667
C -0.84160 0.14060 1.00764 -0.389
C 0.68804 -3.39480 -2.42037 -0.661
C 0.47373 -0.42533 0.64453 -0.651
C -2.55641 0.89324 2.21892 -0.535
H 2.32410 2.07804 -3.46055 0.181
H 2.86219 1.61127 2.10700 0.422
H 3.70068 2.78736 -4.31480 0.303
H -0.84513 -0.02361 3.07264 0.284
H 1.90168 0.29909 2.78357 0.373
H 4.89134 2.41914 -2.33265 0.282
H 1.15578 1.86812 2.40976 0.314
H 3.01358 -3.51735 0.01423 -0.057
H -4.57208 3.29553 1.66910 0.400
H 0.71743 -1.20056 1.37285 0.452
H -6.69956 1.53472 2.17959 0.432
H 0.41595 -0.88548 -0.34104 0.129
H 4.36369 -4.48878 0.63189 0.333
H 1.38004 -4.17936 -2.73081 0.266
H 3.25685 -6.29578 -0.40338 0.293
H 0.72377 1.48895 -1.17529 0.236
H 2.48540 0.19007 0.25519 0.437
H -3.13523 1.10352 3.09978 0.327
H 0.92262 -2.48309 -2.96576 0.247
H -4.45839 1.15216 -0.46572 0.423
H -5.36510 0.40908 1.86532 0.378
H 0.65537 -3.92041 -0.54952 0.267
H -0.33186 -3.70024 -2.66358 0.300
H 0.56359 2.53599 0.24083 0.275
H 3.72601 1.06777 -3.85594 0.272
H -5.23335 1.60818 3.14705 0.261
H 4.16110 -4.23834 -1.12094 0.269
H 2.12722 2.37192 -0.55429 0.395
H -1.64050 0.75155 -0.78568 0.325
```

Total charge: +1
Energy in eV: -48112.9104